A single C2H4ClNO3 molecule. Source: OMol25; level of theory: ωB97M-V/def2-TZVPD.

Positions of all 11 atoms, in Å:
C: -0.318 -1.597 0.650
C: 0.115 -0.549 -0.527
N: -0.040 0.748 -0.224
O: -1.486 -1.892 0.722
O: 0.634 -2.106 1.402
O: -0.473 -0.905 -1.708
Cl: 2.118 -0.907 -0.644
H: 1.524 -1.784 1.039
H: -0.427 1.321 -0.948
H: 0.658 1.085 0.403
H: -0.307 -1.695 -2.174

Summary:
gap between HOMO and LUMO (alpha / beta): 5.97 / 6.40 eV
highest occupied orbital energy (alpha / beta): -5.381 / -10.434 eV
net charge: 0
2S+1: 3
<S²>: 2.0061
relative energy (zero: lowest compared OMol25 entry of this formula, charge and spin): 114.2 kJ/mol
E: -819.09992 Ha

A 2-piece molecular cluster, C3H9N overall. Source: OMol25; level of theory: ωB97M-V/def2-TZVPD.

Positions of all 13 atoms, in Å:
C: -0.302 3.207 0.862
C: -1.098 2.358 1.505
C: -2.111 1.416 0.913
H: 0.504 3.779 1.295
H: -0.559 3.600 -0.125
H: -1.047 2.605 2.568
H: -1.578 0.615 0.402
H: -2.779 1.013 1.666
H: -2.733 1.892 0.138
N: 3.092 -5.047 -2.545
H: 3.300 -4.544 -1.687
H: 2.094 -4.857 -2.617
H: 3.217 -6.037 -2.375

Summary:
gap between HOMO and LUMO: 10.56 eV
highest occupied orbital energy: -9.294 eV
net charge: 0
relative energy (zero: lowest compared OMol25 entry of this formula, charge and spin): 131.6 kJ/mol
E: -174.40293 Ha

A 10-piece molecular cluster, C25H48F30N3O11P3 overall. Source: OMol25; level of theory: ωB97M-V/def2-TZVPD.

Positions of all 120 atoms, in Å:
C: -5.485 0.630 2.800
C: -6.650 0.694 1.795
O: -6.438 0.564 0.597
N: -8.067 1.005 2.331
H: -8.239 0.583 3.233
H: -8.072 2.003 2.486
C: -9.173 0.553 1.333
H: -5.672 -0.102 3.586
H: -5.221 1.506 3.392
H: -4.574 0.343 2.275
H: -9.048 0.900 0.307
H: -10.155 0.847 1.705
H: -9.102 -0.531 1.250
C: 0.945 -6.433 1.369
C: 1.617 -5.078 1.586
O: 0.966 -4.062 1.888
N: 3.088 -4.914 1.131
H: 3.526 -4.501 1.941
H: 3.547 -5.780 0.886
C: 3.248 -4.021 -0.099
H: 1.027 -7.085 2.239
H: 1.329 -6.940 0.484
H: -0.138 -6.342 1.288
H: 4.282 -4.181 -0.402
H: 2.965 -2.976 0.028
H: 2.641 -4.500 -0.868
C: -1.751 0.801 1.030
C: -0.520 0.052 0.629
O: -0.232 -1.047 1.062
N: 0.518 0.734 -0.311
H: 0.065 1.601 -0.563
H: 1.369 0.984 0.174
C: 0.895 -0.187 -1.477
H: -1.572 1.876 1.051
H: -2.007 0.414 2.016
H: -2.610 0.767 0.359
H: 0.061 -0.115 -2.176
H: 1.079 -1.229 -1.215
H: 1.764 0.250 -1.968
C: 8.169 0.041 -2.449
O: 7.041 0.003 -1.589
O: 8.591 1.369 -2.446
C: 9.111 -1.198 -2.145
F: 10.201 -1.129 -2.923
F: 9.465 -1.174 -0.860
F: 8.498 -2.368 -2.262
C: 5.803 -0.792 -1.929
C: 4.752 -0.578 -0.862
H: 4.660 0.508 -0.880
H: 3.877 -1.187 -1.091
H: 5.195 -0.814 0.105
H: 6.094 -1.826 -2.113
H: 5.350 -0.385 -2.833
H: 7.768 -0.105 -3.452
C: -3.063 -0.912 -3.376
O: -2.489 -1.707 -4.433
O: -4.340 -0.529 -3.941
C: -3.007 -1.645 -1.969
F: -3.466 -0.857 -0.979
F: -3.682 -2.768 -1.993
F: -1.774 -2.092 -1.627
C: -1.100 -1.769 -4.492
C: -0.742 -2.646 -5.609
H: 0.339 -2.780 -5.654
H: -1.102 -3.634 -5.321
H: -1.176 -2.408 -6.580
H: -0.584 -2.166 -3.617
H: -0.669 -0.768 -4.526
H: -2.596 0.067 -3.269
C: -2.594 -0.261 5.888
O: -2.892 -0.242 7.284
O: -3.405 -1.286 5.314
C: -2.596 1.227 5.413
F: -2.021 1.370 4.221
F: -3.817 1.719 5.415
F: -1.834 2.101 6.133
C: -1.789 -0.067 8.217
C: -2.374 -0.361 9.635
H: -3.224 0.288 9.846
H: -2.536 -1.429 9.784
H: -1.657 0.030 10.357
H: -1.338 0.925 8.265
H: -0.958 -0.768 8.127
H: -1.578 -0.644 5.796
C: -1.435 4.256 -1.433
O: -1.494 5.443 -0.564
O: -0.428 3.375 -0.939
C: -2.841 3.592 -1.636
F: -2.849 2.377 -2.130
F: -3.573 3.501 -0.560
F: -3.399 4.330 -2.571
C: -2.212 6.611 -1.100
C: -1.619 7.865 -0.392
H: -1.983 8.791 -0.835
H: -1.731 7.912 0.691
H: -0.545 7.709 -0.499
H: -3.272 6.585 -0.846
H: -2.075 6.784 -2.168
H: -1.091 4.718 -2.359
P: 3.452 -3.807 -3.856
F: 4.163 -2.487 -4.422
F: 4.488 -3.833 -2.646
F: 2.436 -2.916 -2.905
F: 2.665 -5.207 -3.449
F: 2.343 -3.633 -5.059
F: 4.401 -4.726 -4.894
P: 2.112 2.201 -4.298
F: 2.320 2.517 -2.692
F: 1.159 3.473 -4.467
F: 3.274 3.271 -4.638
F: 1.877 1.943 -5.980
F: 3.235 1.057 -4.286
F: 0.971 1.135 -4.007
P: 2.990 2.001 1.908
F: 4.481 1.426 1.655
F: 3.205 1.826 3.499
F: 3.470 3.513 1.872
F: 1.437 2.368 2.102
F: 2.824 2.170 0.273
F: 2.530 0.428 1.882

Summary:
gap between HOMO and LUMO: 1.16 eV
highest occupied orbital energy: 2.423 eV
net charge: -4
E: -5993.47681 Ha

A single C4H5NO2 molecule. Source: OMol25; level of theory: ωB97M-V/def2-TZVPD.

Positions of all 12 atoms, in Å:
O: -1.134 -0.469 -2.199
C: -0.311 -0.260 -1.313
C: -0.097 -1.008 -0.068
C: 0.737 -0.415 0.971
N: -0.287 0.561 1.413
C: -0.547 1.406 0.462
O: -0.240 1.276 -0.799
H: 0.826 -0.418 -1.559
H: -0.516 -2.012 0.012
H: 1.624 0.097 0.581
H: 1.007 -1.092 1.780
H: -1.061 2.334 0.719

Summary:
gap between HOMO and LUMO (alpha / beta): 7.56 / 7.56 eV
highest occupied orbital energy (alpha / beta): -9.276 / -9.277 eV
net charge: 0
relative energy (zero: lowest compared OMol25 entry of this formula, charge and spin): 443.3 kJ/mol
E: -360.50059 Ha

A 2-piece molecular cluster, C31H33N2O2 overall. Source: OMol25; level of theory: ωB97M-V/def2-TZVPD.

Positions of all 68 atoms, in Å:
C: 5.068 3.094 2.067
O: 4.853 1.685 2.264
C: 3.655 1.255 2.734
C: 3.518 -0.147 2.856
C: 2.266 -0.691 3.031
C: 1.133 0.124 3.129
C: -0.197 -0.565 3.330
C: -1.489 0.096 2.920
C: -2.639 -0.550 3.385
C: -3.891 -0.006 3.211
C: -4.023 1.243 2.561
O: -5.274 1.769 2.590
C: -5.477 3.083 2.049
C: -2.882 1.867 1.998
C: -1.628 1.271 2.171
C: 1.290 1.512 3.139
C: 2.541 2.094 2.945
H: 6.124 3.151 1.803
H: 4.447 3.483 1.247
H: 4.864 3.660 2.987
H: 4.403 -0.767 2.733
H: 2.145 -1.775 3.066
H: -0.303 -0.775 4.407
H: -2.537 -1.494 3.918
H: -4.787 -0.474 3.604
H: -6.545 3.241 2.188
H: -4.896 3.829 2.607
H: -5.214 3.117 0.984
H: -2.978 2.823 1.473
H: -0.769 1.769 1.730
H: 0.428 2.158 3.280
H: 2.641 3.179 2.917
C: 0.005 -3.576 -1.518
N: -0.719 -2.407 -1.970
C: -0.193 -1.162 -2.098
H: -0.145 -1.542 2.895
C: 1.229 -0.861 -2.282
C: 1.793 -1.039 -3.569
C: 3.144 -0.780 -3.789
C: 3.942 -0.349 -2.728
C: 5.400 -0.063 -2.935
C: 3.386 -0.166 -1.456
C: 2.034 -0.413 -1.216
N: -1.221 -0.301 -2.303
C: -1.128 1.143 -2.262
C: -2.424 -1.021 -2.412
C: -2.105 -2.359 -2.202
C: -2.947 -3.386 -2.601
C: -4.125 -3.019 -3.268
C: -4.450 -1.669 -3.480
C: -3.606 -0.641 -3.032
H: -0.471 -4.463 -1.941
H: 1.053 -3.524 -1.828
H: -0.029 -3.649 -0.420
H: 1.144 -1.373 -4.379
H: 3.574 -0.917 -4.788
H: 5.853 0.188 -1.972
H: 5.930 -0.928 -3.354
H: 5.556 0.783 -3.618
H: 4.036 0.174 -0.649
H: 1.599 -0.276 -0.229
H: -1.812 1.567 -3.001
H: -1.411 1.514 -1.263
H: -0.103 1.460 -2.472
H: -2.647 -4.415 -2.396
H: -4.801 -3.791 -3.629
H: -5.373 -1.422 -4.000
H: -3.813 0.422 -3.155

Summary:
gap between HOMO and LUMO: 7.24 eV
highest occupied orbital energy: -10.031 eV
net charge: +1
relative energy (zero: lowest compared OMol25 entry of this formula, charge and spin): 0.0 kJ/mol
E: -1460.84895 Ha

C8H10O8PPd as an isolated structure. Source: OMol25; level of theory: ωB97M-V/def2-TZVPD.

Positions of all 28 atoms, in Å:
O: -2.407 -4.758 1.564
C: -2.109 -3.772 1.104
Pd: -1.242 -1.296 0.276
O: 1.482 -2.203 1.938
C: 0.500 -1.944 1.443
C: -2.647 -0.531 -0.825
O: -3.203 0.091 -1.619
C: -1.844 -0.307 1.913
O: -2.243 0.561 2.538
C: -0.384 -2.124 -1.321
O: 0.143 -2.363 -2.300
H: -2.771 -1.921 0.090
C: -0.513 2.719 -1.146
O: -0.257 1.308 -1.341
P: 0.274 0.412 -0.105
O: 1.712 -0.083 -0.512
C: 2.315 -0.014 -1.849
O: 0.479 1.445 1.109
C: 1.593 1.372 2.057
H: -1.156 2.867 -0.266
H: -1.092 2.997 -2.047
H: 0.389 3.311 -1.088
H: 1.554 0.078 -2.655
H: 3.012 0.847 -1.905
H: 2.853 -0.960 -1.954
H: 1.435 0.599 2.790
H: 2.539 1.278 1.553
H: 1.588 2.389 2.559

Summary:
gap between HOMO and LUMO (alpha / beta): 7.27 / 5.10 eV
highest occupied orbital energy (alpha / beta): -18.831 / -23.034 eV
net charge: +3
2S+1: 5
<S²>: 6.0204
relative energy (zero: lowest compared OMol25 entry of this formula, charge and spin): 66.1 kJ/mol
E: -1380.48299 Ha